Molecular formula: C16H27N2PdS5Si2
Method: DFT, ωB97M-V/def2-TZVPD

XYZ file:
```
53
Properties=species:S:1:pos:R:3:forces:R:3
Pd 0.10808 0.17616 -0.14552 -0.132 -0.644 0.352
S -0.49436 -4.19302 -1.57269 0.014 0.109 0.033
C -0.23598 -2.61124 -1.02694 -0.018 -0.148 -0.038
S -0.87556 -2.02686 0.42862 -0.074 0.071 0.052
S 0.68409 -1.50441 -1.91779 -0.011 0.133 -0.232
C -3.21585 0.77181 1.96820 -0.079 0.067 -0.011
C -1.90319 1.04163 2.61256 -0.023 -0.193 -0.161
N -0.75496 0.74386 2.06755 -0.026 0.240 -0.037
C 0.29264 1.06212 2.89389 0.148 0.082 0.048
C -0.06447 1.63773 4.07187 -0.006 -0.147 -0.057
S -1.76468 1.73201 4.16806 0.017 0.148 0.100
C 1.64112 0.71865 2.44485 -0.042 0.049 0.144
C 2.79468 0.90199 3.13456 -0.115 -0.034 -0.015
S 4.10828 0.29996 2.23891 0.142 0.056 0.117
C 3.07191 -0.15505 0.97671 -0.081 -0.185 -0.284
N 1.80691 0.11633 1.21013 0.283 0.204 -0.009
C 3.62241 -0.80114 -0.24851 -0.031 -0.063 0.059
H -3.04241 0.25646 1.02968 -0.008 -0.056 -0.112
H -3.75607 1.69833 1.77356 -0.029 0.005 -0.013
H -3.84027 0.14327 2.60204 -0.016 0.005 0.012
H 0.56509 1.97324 4.87552 0.053 0.015 0.071
H 2.92278 1.33672 4.10897 0.003 0.023 0.073
H 4.59878 -1.23227 -0.03792 0.025 -0.009 -0.017
H 3.74085 -0.07111 -1.04920 0.008 -0.020 0.013
H 2.95110 -1.58715 -0.59022 0.072 0.039 0.012
C 1.88717 3.48441 0.23960 -0.001 -0.046 0.140
Si 0.99734 2.93993 -1.30511 -0.250 0.029 0.036
C 2.13861 1.93446 -2.38701 0.106 -0.017 -0.044
C 0.52719 4.48294 -2.25677 0.063 0.018 -0.003
C -0.65913 2.10505 -0.90092 -0.062 0.195 -0.236
Si -1.90567 1.74780 -2.29889 0.252 -0.001 0.135
C -1.01540 1.38150 -3.89097 -0.055 0.055 -0.108
C -2.92352 3.30568 -2.46188 -0.049 0.004 0.008
C -3.05617 0.33239 -1.91984 0.022 -0.126 0.137
H 2.68430 4.17542 -0.03569 0.059 0.060 -0.022
H 2.34270 2.67343 0.80798 0.006 -0.032 -0.024
H 1.20898 4.01819 0.90649 -0.034 0.041 0.057
H 3.11082 2.43370 -2.36012 0.060 -0.027 -0.071
H 1.79474 1.93838 -3.41979 0.001 -0.021 -0.068
H 2.29377 0.89528 -2.09805 -0.086 0.060 0.048
H 1.43773 5.06046 -2.42664 0.040 0.069 -0.026
H -0.17453 5.11182 -1.71220 -0.040 0.040 0.072
H 0.09451 4.25312 -3.22755 -0.041 -0.024 -0.082
H -1.13527 2.58981 -0.04306 -0.013 -0.043 -0.015
H -0.37021 2.20095 -4.20250 0.049 0.045 -0.037
H -1.76493 1.25073 -4.67470 -0.009 -0.029 -0.041
H -0.42169 0.47019 -3.85083 0.043 -0.077 0.029
H -2.39877 4.07726 -3.01976 0.066 0.089 -0.035
H -3.19715 3.71945 -1.49180 -0.032 0.012 0.065
H -3.84688 3.07678 -2.99560 -0.052 0.001 -0.052
H -2.54385 -0.59659 -1.66160 0.020 -0.012 0.010
H -3.67360 0.13056 -2.79524 -0.032 0.010 -0.090
H -3.73015 0.59164 -1.10638 -0.103 -0.017 0.116
```
Forces are in eV/Å.

Computed properties:
* gap between HOMO and LUMO (spin up / spin down): 7.59 / 5.77 eV
* 2S+1: 5
* <S²>: 6.02
* LUMO level (spin up / spin down): -3.231 / -5.935 eV
* charge: +1